Entry 1:
{
  "formula": "C4H11NO2S",
  "method": "the ωB97M-V functional and the def2-TZVPD basis",
  "elements": ["C", "N", "C", "C", "S", "C", "O", "H", "H", "H", "H", "H", "H", "H", "H", "H", "H", "H", "O"],
  "positions_angstrom": [[-1.377, -0.948, -1.584], [-1.119, -0.279, -0.313], [0.317, -0.020, -0.007], [0.705, -0.525, 1.375], [0.012, 0.428, 2.801], [1.422, -0.483, -1.069], [1.770, -1.776, -1.072], [-2.463, -0.894, -1.757], [-1.136, -2.012, -1.538], [-0.754, -0.524, -2.354], [-1.421, -0.895, 0.427], [0.454, 1.066, -0.021], [1.793, -0.490, 1.406], [0.465, -1.595, 1.423], [2.240, 0.240, -0.771], [1.080, -0.084, -2.067], [-1.056, 2.291, 1.606], [-0.001, 3.230, 1.904], [-0.929, 3.269, 1.611]],
  "forces_ev_per_a": [[-0.42, -0.53, 1.01], [0.60, -0.19, 0.04], [0.56, 0.26, -0.77], [0.06, 0.11, -0.08], [-0.05, -0.27, -0.13], [-0.49, -0.18, 0.76], [-0.10, 0.00, -0.25], [0.17, 0.27, -0.51], [0.27, -0.24, -0.17], [-0.28, 0.26, -0.43], [-0.32, 0.03, 0.18], [-0.13, 0.28, 0.17], [0.07, 0.05, 0.13], [-0.12, 0.11, 0.11], [0.17, -0.13, -0.14], [0.06, 0.11, -0.01], [-0.18, 0.16, 0.14], [-0.37, 0.15, -0.02], [0.49, -0.25, -0.04]],
  "nbo_charge": [-0.412, -0.648, -0.102, -0.513, -0.798, -0.006, -0.974, 0.147, 0.170, 0.196, 0.346, 0.147, 0.194, 0.181, 0.057, 0.049, 0.510, 0.470, -1.012],
  "homo_lumo_gap_ev": 5.5463,
  "total_charge": -2,
  "homo_energy_ev": 0.7
}



Entry 2:
{
  "formula": "C45H105N5O10",
  "method": "the ωB97M-V functional and the def2-TZVPD basis",
  "elements": ["C", "C", "C", "C", "C", "C", "N", "O", "C", "C", "C", "H", "H", "H", "H", "H", "H", "H", "H", "H", "H", "H", "H", "H", "H", "H", "H", "H", "H", "H", "C", "C", "C", "C", "C", "C", "N", "O", "C", "C", "C", "H", "H", "H", "H", "H", "H", "H", "H", "H", "H", "H", "H", "H", "H", "H", "H", "H", "H", "H", "C", "C", "C", "C", "C", "C", "N", "O", "C", "C", "C", "H", "H", "H", "H", "H", "H", "H", "H", "H", "H", "H", "H", "H", "H", "H", "H", "H", "H", "H", "C", "C", "C", "C", "C", "C", "N", "O", "C", "C", "C", "H", "H", "H", "H", "H", "H", "H", "H", "H", "H", "H", "H", "H", "H", "H", "H", "H", "H", "H", "C", "C", "C", "C", "C", "C", "N", "O", "C", "C", "C", "H", "H", "H", "H", "H", "H", "H", "H", "H", "H", "H", "H", "H", "H", "H", "H", "H", "H", "H", "O", "H", "H", "O", "H", "H", "O", "H", "H", "O", "H", "H", "O", "H", "H"],
  "positions_angstrom": [[1.017, -7.956, -4.064], [0.017, -6.950, -3.547], [0.681, -6.140, -2.448], [-0.193, -4.987, -1.972], [-0.515, -4.104, -3.171], [-1.156, -4.846, -4.392], [-0.358, -6.037, -4.607], [-0.743, -6.710, -5.784], [-2.638, -4.986, -4.036], [-0.953, -3.901, -5.578], [-1.145, -7.725, -2.949], [1.475, -8.578, -3.296], [1.826, -7.552, -4.683], [0.522, -8.652, -4.752], [0.931, -6.775, -1.587], [1.669, -5.722, -2.670], [0.415, -4.362, -1.308], [-1.066, -5.313, -1.410], [0.340, -3.527, -3.530], [-1.253, -3.356, -2.860], [-3.077, -5.695, -4.754], [-2.814, -5.445, -3.066], [-3.187, -4.048, -4.078], [0.090, -3.592, -5.636], [-1.427, -4.264, -6.486], [-1.449, -2.955, -5.320], [-0.844, -8.474, -2.207], [-1.767, -8.284, -3.652], [-1.822, -7.076, -2.391], [-0.045, -6.523, -6.421], [4.247, 6.281, 4.432], [3.255, 6.646, 3.358], [3.340, 8.166, 3.106], [2.707, 8.595, 1.797], [3.403, 7.828, 0.687], [3.140, 6.337, 0.822], [3.490, 5.865, 2.148], [3.262, 4.479, 2.375], [1.670, 6.096, 0.441], [3.986, 5.625, -0.225], [1.855, 6.357, 3.915], [4.146, 5.291, 4.876], [4.214, 7.050, 5.214], [5.299, 6.378, 4.125], [2.782, 8.637, 3.919], [4.391, 8.453, 3.206], [2.820, 9.679, 1.693], [1.628, 8.435, 1.839], [4.457, 8.115, 0.707], [2.987, 8.163, -0.266], [1.306, 6.637, -0.441], [1.416, 5.057, 0.249], [0.986, 6.483, 1.198], [3.761, 4.562, -0.334], [3.916, 6.157, -1.175], [5.043, 5.616, 0.074], [1.683, 6.826, 4.884], [1.737, 5.277, 4.078], [1.027, 6.553, 3.234], [4.188, 4.239, 2.500], [-1.075, 0.940, -0.556], [0.309, 1.277, -1.107], [1.241, 0.114, -0.739], [1.191, -1.111, -1.632], [1.359, -0.638, -3.065], [0.307, 0.366, -3.506], [0.297, 1.457, -2.540], [-0.451, 2.576, -2.949], [0.721, 0.917, -4.865], [-1.093, -0.317, -3.595], [0.914, 2.481, -0.427], [-1.136, 1.177, 0.512], [-1.507, -0.044, -0.738], [-1.828, 1.616, -0.993], [2.288, 0.412, -0.599], [1.007, -0.206, 0.281], [0.275, -1.679, -1.408], [1.956, -1.873, -1.444], [1.481, -1.478, -3.752], [2.320, -0.104, -3.047], [1.710, 1.370, -4.735], [0.831, 0.176, -5.653], [0.095, 1.753, -5.182], [-1.039, -1.403, -3.479], [-1.848, 0.073, -2.926], [-1.430, -0.257, -4.639], [0.387, 3.391, -0.751], [1.945, 2.708, -0.706], [0.848, 2.470, 0.661], [0.199, 3.294, -3.007], [4.481, -1.120, 3.461], [3.386, -0.758, 4.436], [3.751, -1.270, 5.808], [2.911, -0.687, 6.916], [2.973, 0.846, 6.891], [2.600, 1.434, 5.545], [3.361, 0.717, 4.525], [3.110, 1.328, 3.226], [1.092, 1.413, 5.352], [3.106, 2.872, 5.499], [2.045, -1.360, 4.000], [5.429, -0.670, 3.757], [4.253, -0.839, 2.441], [4.574, -2.211, 3.445], [3.679, -2.366, 5.839], [4.812, -1.122, 6.052], [3.206, -1.053, 7.901], [1.852, -0.956, 6.824], [3.998, 1.111, 7.170], [2.311, 1.187, 7.690], [0.696, 0.443, 5.647], [0.646, 2.158, 6.013], [0.831, 1.628, 4.317], [2.594, 3.501, 6.228], [4.191, 2.903, 5.619], [2.923, 3.312, 4.513], [2.171, -2.328, 3.520], [1.502, -0.660, 3.354], [1.332, -1.413, 4.825], [4.018, 1.544, 2.995], [-7.524, -4.062, 1.061], [-6.692, -2.783, 1.322], [-5.993, -2.999, 2.660], [-4.807, -3.979, 2.506], [-3.816, -3.531, 1.453], [-4.507, -3.249, 0.119], [-5.682, -2.425, 0.348], [-6.299, -2.075, -0.890], [-3.506, -2.435, -0.713], [-4.806, -4.577, -0.642], [-7.672, -1.657, 1.477], [-8.023, -3.963, 0.091], [-8.341, -4.125, 1.780], [-6.941, -4.977, 1.081], [-5.468, -2.096, 3.002], [-6.705, -3.360, 3.397], [-5.248, -4.931, 2.164], [-4.434, -4.247, 3.497], [-3.066, -4.307, 1.305], [-3.355, -2.616, 1.843], [-3.851, -2.318, -1.736], [-3.178, -1.524, -0.202], [-2.526, -2.943, -0.709], [-4.536, -5.417, 0.010], [-5.851, -4.746, -0.877], [-4.155, -4.654, -1.510], [-8.426, -1.911, 2.225], [-8.271, -1.389, 0.599], [-7.190, -0.701, 1.708], [-6.134, -1.129, -0.984], [-4.754, 0.314, -2.622], [-4.866, -0.185, -3.437], [-3.967, 0.862, -2.777], [3.932, 1.620, -6.055], [4.647, 1.455, -5.431], [3.436, 2.348, -5.668], [-3.239, 2.826, -3.380], [-3.320, 3.177, -4.271], [-2.283, 2.650, -3.258], [1.754, 4.576, -3.056], [2.649, 4.927, -3.005], [1.218, 5.303, -3.401], [-0.294, 4.578, -5.083], [-1.104, 4.198, -5.434], [0.413, 4.085, -5.515]],
  "forces_ev_per_a": [[0.34, -1.02, -1.37], [0.35, -0.43, 0.43], [0.20, 0.37, 1.41], [1.00, 0.57, -0.41], [-0.95, 0.12, -0.24], [0.69, 1.27, 1.53], [0.75, 0.55, -0.59], [-0.61, -0.39, -0.06], [-0.37, -1.49, -0.99], [-0.79, 0.68, 0.70], [-1.04, -0.52, 0.86], [-0.15, 0.26, 0.30], [-0.04, 0.47, 0.33], [-0.09, 0.01, 0.19], [-0.38, -0.30, -0.18], [-0.17, -0.07, -0.85], [-0.21, -0.14, 0.26], [-0.16, 0.01, -0.15], [0.33, -0.32, 0.26], [0.07, 0.00, -0.04], [-0.22, 0.30, 0.04], [0.21, 0.18, 0.14], [0.16, 0.12, -0.08], [0.16, -0.56, -0.57], [0.41, -0.06, -0.22], [-0.20, -0.17, -0.10], [0.41, 0.12, -0.15], [0.24, 0.27, -0.39], [-0.01, 0.06, -0.13], [0.05, 0.04, 0.11], [1.35, 0.51, 0.65], [-1.49, 0.05, 0.06], [-0.12, -0.34, 0.28], [0.48, 0.32, 0.43], [-0.58, 0.95, 0.20], [-0.70, -0.63, -0.99], [1.17, 1.03, -0.01], [0.35, 0.58, -0.37], [-1.20, 0.28, 0.12], [1.03, -0.45, 0.27], [-0.56, -1.25, 0.26], [-0.34, 0.07, -0.04], [-0.43, -0.34, 0.21], [-0.23, -0.16, -0.53], [0.28, 0.00, 0.17], [-0.05, 0.26, -0.35], [0.13, -0.06, -0.18], [0.04, -0.22, -0.15], [0.10, -0.39, -0.02], [0.21, -0.22, -0.13], [0.67, 0.00, -0.22], [0.24, -0.16, 0.27], [0.12, -0.30, 0.22], [-0.47, 0.13, -0.13], [-0.12, -0.18, -0.11], [-0.08, 0.37, -0.02], [0.00, 0.22, -0.10], [0.26, 0.15, 0.12], [0.15, 0.61, -0.03], [-0.21, -0.69, 0.05], [-1.36, 1.32, 0.31], [0.24, -1.56, 0.38], [0.95, -1.03, 0.99], [-0.60, -0.41, -0.15], [0.63, 0.02, 0.56], [-1.32, -0.33, 0.09], [1.97, 0.51, -0.40], [-0.35, -0.34, 0.15], [0.76, 0.91, 0.21], [0.29, -0.68, -1.36], [-0.58, 1.80, -0.16], [0.15, -0.36, 0.01], [0.65, -0.28, 0.01], [0.25, 0.06, -0.02], [-0.10, 0.40, -0.60], [-0.36, 0.16, 0.06], [-0.21, 0.27, -0.55], [0.28, 0.45, 0.37], [-0.35, 0.14, -0.21], [-0.02, -0.06, -0.29], [0.01, -0.16, -0.01], [-0.31, -0.18, 0.10], [-0.37, -0.35, -0.09], [0.13, 0.15, 0.50], [0.01, 0.15, 0.03], [-0.34, 0.39, 0.22], [-0.17, -0.18, 0.21], [0.10, -0.55, -0.11], [0.00, -0.34, 0.00], [-0.05, -0.11, -0.15], [0.16, -0.66, -0.23], [-0.65, 0.68, -0.21], [0.57, -0.99, 0.96], [-0.72, 0.60, 0.07], [0.44, -1.09, 0.82], [0.22, 0.45, -0.06], [0.70, 0.19, -0.35], [0.07, -0.83, 0.83], [-0.10, -0.13, 0.15], [-0.09, 0.41, -0.65], [-0.72, 0.76, -0.02], [0.02, -0.05, 0.03], [-0.16, 0.25, -0.19], [0.21, 0.08, 0.10], [-0.27, 0.08, -0.31], [-0.07, 0.47, -0.26], [0.19, -0.03, -0.07], [0.14, -0.28, -0.13], [-0.05, 0.30, -0.16], [-0.01, 0.43, -0.19], [-0.20, 0.00, -0.15], [-0.11, 0.06, -0.11], [-0.08, 0.04, 0.01], [0.17, -0.06, 0.19], [-0.03, -0.05, 0.36], [-0.23, -0.09, 0.17], [-0.13, -0.03, 0.02], [0.47, -0.24, -0.51], [0.32, -0.54, 0.18], [-0.09, 0.18, -0.32], [-0.32, 0.37, -0.88], [-0.45, -0.86, 0.59], [1.95, 0.03, -0.21], [-1.72, -1.42, -0.09], [-0.49, 0.35, 1.02], [0.33, -0.19, -0.66], [0.06, 1.10, 0.02], [0.06, -0.52, 0.05], [0.97, -0.36, 0.46], [0.46, -0.36, 0.88], [-0.88, 1.33, -0.28], [0.20, -0.17, -0.05], [0.17, -0.08, 0.22], [-0.05, -0.06, 0.00], [-0.77, 0.33, 0.06], [-0.02, 0.11, 0.14], [0.21, 0.03, 0.05], [0.56, 0.38, -0.13], [0.22, 0.15, -0.06], [0.24, -0.03, -0.34], [0.10, 0.43, 0.04], [-0.90, 0.38, -0.30], [-0.40, -0.54, -0.36], [0.01, -0.02, -0.09], [-0.01, 0.37, -0.39], [-0.30, -0.02, -0.24], [0.27, 0.13, 0.29], [0.26, -0.60, -0.25], [0.16, -0.25, 0.43], [0.20, 0.02, -0.02], [0.17, -0.13, 0.03], [0.00, 0.00, 0.02], [-0.39, 0.20, -0.04], [0.08, 0.07, 0.03], [-0.02, -0.02, -0.04], [0.03, -0.03, 0.00], [0.35, -0.27, 0.05], [-0.09, -0.05, 0.02], [-0.13, 0.26, 0.01], [-0.04, 0.22, -0.20], [-0.03, -0.09, 0.16], [-0.01, -0.12, -0.03], [0.07, 0.13, -0.14], [0.00, 0.04, 0.05], [-0.03, -0.01, 0.07]],
  "mulliken_charge": [-2.160, 1.798, -1.555, -0.581, 0.660, 1.719, 0.438, -0.545, -1.327, -1.761, -1.495, 0.389, 0.417, 0.416, 0.533, 0.293, 0.392, 0.213, -0.099, -0.797, 0.421, 0.017, 0.323, 0.483, 0.472, 0.188, 0.415, 0.310, 0.154, 0.339, -1.839, 1.977, -1.391, -0.645, -1.387, 1.764, 0.029, -0.187, -1.011, -1.677, -1.528, 0.182, 0.454, 0.446, 0.453, 0.390, 0.403, 0.360, 0.321, 0.513, 0.428, -0.319, 0.378, 0.119, 0.325, 0.440, 0.477, 0.036, 0.371, 0.324, -2.171, 3.354, -1.819, 0.422, -1.611, 1.752, 0.715, -0.256, -1.911, -0.247, -3.054, 0.485, 0.260, 0.285, 0.287, 0.328, -0.498, 0.676, 0.523, 0.386, 0.249, 0.424, 0.316, -0.648, -0.488, 0.573, 0.570, 0.505, 0.322, 0.131, -2.184, 1.902, -1.190, -0.727, -1.200, 1.969, 0.069, -0.142, -1.794, -2.204, -1.574, 0.422, 0.323, 0.503, 0.408, 0.397, 0.422, 0.298, 0.351, 0.415, 0.383, 0.521, 0.166, 0.467, 0.529, 0.293, 0.487, 0.108, 0.273, 0.269, -1.794, 1.391, -1.047, -0.783, -1.308, 2.383, 0.494, -0.501, -2.810, -1.320, -2.051, 0.376, 0.469, 0.358, 0.323, 0.475, 0.208, 0.451, 0.461, 0.370, 0.469, 0.693, 0.365, 0.409, 0.443, -0.189, 0.452, 0.373, 0.399, 0.346, -0.556, 0.292, 0.240, -0.630, 0.314, 0.315, -0.658, 0.287, 0.446, -0.505, 0.191, 0.278, -0.594, 0.282, 0.306],
  "homo_lumo_gap_ev": 8.0468,
  "smiles": "CC1(C)CCCC(C)(C)N1O.CC1(C)CCCC(C)(C)N1O.CC1(C)CCCC(C)(C)N1O.CC1(C)CCCC(C)(C)N1O.CC1(C)CCCC(C)(C)N1O.O.O.O.O.O",
  "total_charge": 0,
  "homo_energy_ev": -8.1
}